C25H40N3O5P2Pt | the ωB97M-V functional and the def2-TZVPD basis

Properties
Spin multiplicity = 5
E_HOMO (spin up / spin down) = -0.29432 / -0.41973 Ha
Energy above the lowest of the compared OMol25 structures with the same formula, charge and spin = 0.0 kcal per mole
E_tot = -2318.75561 Eh
<S²> = 6.031
LUMO energy (spin up / spin down) = -2.53 / -6.72 eV
Kohn-Sham gap (spin up / spin down) = 5.48 / 4.70 eV
Charge = +1

Structure (XYZ):
```
76
Properties=species:S:1:pos:R:3:forces:R:3:mulliken_charge:R:1
Pt 0.0007 -0.0849 0.0978 -0.366 -1.009 -0.446 1.63
P -2.0295 0.0749 -1.0530 -0.078 0.189 0.483 0.19
P 2.0453 0.5090 1.0295 0.483 0.544 0.617 0.39
O -0.7372 0.4638 -4.4012 1.157 -1.038 -0.508 -0.73
O -2.3054 0.4429 6.2016 0.407 0.220 -1.135 -0.67
O 0.1314 -1.7142 3.1155 -0.518 0.599 -0.245 -0.67
O 0.3276 -1.5184 -3.2337 0.339 -0.836 0.638 -0.79
O -1.6743 2.2500 1.8065 0.223 -0.896 0.897 -0.66
N 0.0820 2.0398 -0.5049 -2.475 -3.448 -1.419 0.08
N -0.8361 0.2622 2.3986 0.622 -0.784 -0.161 0.85
N -1.2302 -0.6107 4.5372 0.298 -0.351 -0.087 0.03
C -1.1144 -4.1889 0.9087 -0.409 0.868 0.203 -0.59
C -3.6388 1.9141 3.8534 0.192 -0.157 -0.300 -0.95
C 0.0133 -4.9315 0.5369 -0.371 0.043 0.126 -0.59
C -2.5880 -1.2650 -2.1202 -0.102 -0.129 -0.295 -1.05
C -0.5905 -0.7338 3.3003 -0.268 0.232 0.465 -0.44
C 0.0362 4.7332 -1.0947 2.329 2.250 2.022 -1.04
C -1.1503 -2.8096 0.6818 -1.114 -1.619 0.530 -0.13
C -1.6474 4.2295 4.0321 0.110 0.099 -0.168 -1.15
C 0.8790 4.2434 -0.1058 -0.989 1.938 -1.429 -0.59
C 0.8960 2.8748 0.1581 2.405 0.110 2.327 0.30
C -3.4709 0.5224 -0.0636 -0.275 0.098 -0.040 -1.05
C -1.3990 2.9019 4.7227 0.056 -0.505 0.218 -1.05
C 1.0888 -4.2884 -0.0857 0.787 1.214 -0.347 -0.60
C -1.9079 0.4752 5.0444 -0.579 0.276 0.773 -0.31
C -4.4755 2.2125 5.0829 -0.073 -0.136 0.143 -1.39
C -0.7724 2.4864 -1.4457 0.200 -1.913 0.649 0.53
C 2.6643 -0.0812 2.6193 0.159 -0.090 0.204 -1.28
C -0.7901 3.8464 -1.7726 -1.571 -0.597 -1.499 -0.65
C -2.1209 1.6704 4.0920 0.308 -0.405 -0.096 2.56
C 3.4712 0.4027 -0.0842 -0.014 -0.115 -0.024 -1.28
C -1.5063 1.3829 2.6958 -0.743 1.455 -0.511 -1.28
C 1.8044 2.3219 1.2393 -0.391 0.063 -0.468 -1.42
C -1.6666 1.4984 -2.1279 0.200 0.697 0.575 -0.87
C -0.0373 -2.1592 0.1510 0.066 3.131 0.480 0.89
C 1.0692 -2.8988 -0.2673 0.846 -1.711 -0.338 -0.06
H -1.1740 1.0944 -3.1389 -0.377 0.472 1.012 0.21
H -4.1159 3.1023 5.6116 -0.086 -0.171 -0.037 0.30
H 1.5500 4.8773 0.4746 -0.278 0.026 -0.275 0.55
H -1.0516 -1.3773 5.1738 -0.062 0.136 0.098 0.33
H -1.6864 2.9543 5.7825 0.035 -0.080 -0.275 0.52
H 1.9562 -4.8601 -0.4222 -0.244 0.160 0.233 0.46
H 2.7836 2.8220 1.2254 -0.216 0.004 0.075 0.76
H -5.5076 2.3921 4.7652 0.119 0.026 0.123 0.41
H -1.7939 -1.5632 -2.8143 -0.346 0.129 0.231 0.29
H -1.9656 -4.6662 1.3957 0.290 0.046 -0.168 0.45
H 3.2473 0.9122 -1.0280 0.030 -0.167 0.163 0.36
H 3.6723 -0.6575 -0.2794 0.094 0.241 -0.070 0.34
H -3.7227 2.7351 3.1275 0.116 -0.272 0.158 0.42
H 2.6337 -1.1763 2.6022 0.042 0.219 0.141 0.36
H -3.4697 -0.9375 -2.6853 0.149 -0.117 0.094 0.47
H -0.0511 0.9977 -4.8364 -0.294 -0.285 0.068 0.33
H 1.3607 2.4834 2.2387 0.009 -0.063 -0.194 0.21
H -0.2663 -0.3988 -4.0703 -0.660 1.278 -0.684 0.43
H 0.0486 -6.0040 0.7321 -0.033 0.288 -0.161 0.43
H -2.8527 -2.1242 -1.4954 -0.048 0.130 -0.095 0.39
H -3.6965 -0.3080 0.6201 -0.026 0.234 -0.139 0.32
H 2.0177 0.2690 3.4325 0.120 -0.147 -0.226 0.30
H -1.4845 4.1679 -2.5436 0.167 0.025 0.139 0.56
H -1.0221 4.9949 4.5018 -0.154 -0.020 -0.050 0.45
H 4.3450 0.8649 0.3947 -0.185 -0.149 -0.153 0.48
H -3.2336 1.4200 0.5248 -0.046 -0.289 -0.153 0.10
H -4.3316 0.7065 -0.7234 0.139 -0.076 0.230 0.62
H 0.4319 -1.2013 -2.2745 0.203 -0.111 -0.952 -0.50
H -4.0320 1.0134 3.3543 -0.006 0.190 0.058 0.32
H -2.0332 -2.2271 0.9518 0.262 -0.261 0.023 0.33
H -2.6164 1.9680 -2.4103 0.198 0.088 -0.191 0.73
H 1.9175 -2.3660 -0.6994 -0.208 -0.326 -0.038 0.36
H -2.6952 4.5400 4.1107 0.205 -0.015 -0.023 0.28
H 0.7872 -0.3139 -1.3048 0.817 0.038 -0.958 0.42
H 3.6911 0.2717 2.7885 -0.243 -0.083 -0.038 0.51
H -4.4621 1.3610 5.7710 -0.059 0.321 -0.037 0.31
H 0.3637 -2.4874 -3.2327 0.011 0.323 -0.145 0.29
H 0.0182 5.7975 -1.3223 -0.002 -0.332 0.077 0.41
H -0.3210 2.6726 4.7069 -0.144 0.109 0.087 0.36
H -1.3805 4.1510 2.9731 -0.138 0.191 0.216 0.16
```
Forces are in eV/Å.



C25H40N7SSeSiTc | the ωB97M-V functional and the def2-TZVPD basis

Properties
Spin multiplicity = 2
E_HOMO (spin up / spin down) = -0.58085 / -0.57127 Ha
Energy above the lowest of the compared OMol25 structures with the same formula, charge and spin = 0.0 kcal per mole
E_tot = -4529.08791 Eh
<S²> = 0.763
LUMO energy (spin up / spin down) = -8.63 / -8.72 eV
Kohn-Sham gap (spin up / spin down) = 7.17 / 6.82 eV
Charge = +3

Structure (XYZ):
```
76
Properties=species:S:1:pos:R:3:forces:R:3:mulliken_charge:R:1
Tc 0.3084 -0.0565 -0.3625 -0.134 -0.632 0.055 -0.63
Se -0.2070 -2.6262 -0.8940 -0.021 0.335 -0.006 0.01
S -2.2992 -3.0341 -0.1874 0.140 -0.040 0.039 -0.15
Si 1.0977 -4.5641 -0.0282 0.075 -0.195 0.076 0.25
N -0.2244 0.5226 -2.4146 0.033 -0.006 0.038 -0.09
N -1.6875 0.3922 -0.0651 -0.131 0.038 -0.045 0.85
N -0.0004 -0.3669 1.6117 0.052 0.048 0.181 0.78
N 1.1026 1.9565 -0.3860 0.045 0.065 -0.038 -0.02
N -2.4418 -4.0409 -2.6811 0.002 0.068 0.022 -0.30
N -4.2988 -4.3386 -1.3843 0.023 -0.165 -0.109 -0.10
N 2.1954 -0.2282 0.4857 0.144 0.020 -0.028 0.37
C -6.5637 -4.4971 -0.6625 0.008 0.071 -0.017 -0.57
C -7.2037 -4.5324 1.6505 -0.007 0.002 -0.029 -0.55
C 0.3940 1.8413 -2.7340 0.009 -0.011 -0.017 -0.62
C -2.4228 0.9092 -1.2172 -0.006 0.008 -0.021 -0.83
C 1.9937 -3.9685 1.4769 -0.142 0.183 0.007 -0.71
C 0.4747 2.7167 -1.5009 -0.022 -0.038 0.015 -0.75
C -0.1508 -5.8756 0.3282 -0.164 0.086 -0.051 -0.98
C -5.2296 -4.3847 -0.2866 -0.100 0.144 0.032 0.83
C 3.6126 -0.4118 2.5085 0.008 -0.010 0.010 -2.17
C -0.4660 -0.9423 4.2633 0.042 0.024 -0.039 -1.14
C 2.6111 1.9299 -0.4427 0.000 0.029 -0.009 -0.84
C -3.0730 -3.8817 -1.5239 0.070 0.019 0.058 0.82
C -1.2576 -0.2654 2.1047 -0.043 0.006 -0.047 0.62
C 3.1718 0.4989 -0.3211 0.013 -0.006 -0.003 -0.59
C 2.1994 -4.9312 -1.4660 -0.128 0.178 -0.153 -1.08
C -1.5132 -0.5582 3.4367 -0.033 0.001 0.002 -0.98
C -2.2239 0.2163 1.0969 0.095 -0.026 -0.022 0.69
C -7.5486 -4.5690 0.3060 -0.005 0.000 0.035 -0.67
C -1.7181 0.4655 -2.4980 0.011 0.024 -0.032 -1.10
C -5.8702 -4.4405 2.0142 0.013 0.006 0.002 -0.86
C 1.0357 -0.6830 2.4213 0.031 0.020 -0.054 0.85
C 2.3336 -0.4795 1.7435 -0.078 0.016 -0.026 0.33
C 0.8268 -0.9839 3.7581 -0.019 -0.007 0.036 -0.64
C -4.8695 -4.3689 1.0521 0.027 -0.102 0.088 -0.31
C -3.6593 0.4886 1.3980 -0.012 0.009 0.037 -1.88
H 3.7585 0.5860 2.9307 -0.008 -0.003 0.010 0.35
H 2.9924 2.5445 0.3720 -0.002 -0.006 0.003 0.43
H -5.5941 -4.4511 3.0599 0.000 0.007 -0.001 0.43
H 1.2848 -3.6089 2.2252 0.067 0.022 0.043 0.21
H -2.8642 -4.5324 -3.4551 0.011 -0.019 0.009 0.23
H 1.3980 1.6353 -3.1101 -0.005 0.003 -0.007 0.44
H 1.6248 -5.0053 -2.3916 0.071 -0.019 -0.015 0.36
H -0.9055 -5.5509 1.0451 -0.026 -0.021 -0.008 0.31
H -3.4534 0.5500 -1.2374 0.000 -0.004 0.005 0.62
H -0.1525 2.3507 -3.5304 -0.005 0.007 0.007 0.37
H 4.4700 -0.6502 1.8834 -0.001 0.012 -0.002 0.55
H 3.2414 0.0159 -1.2965 -0.012 0.003 0.002 0.31
H -3.8811 0.3908 2.4563 0.000 -0.002 -0.005 0.49
H -1.5325 -3.6241 -2.8154 0.024 -0.078 0.008 0.10
H -4.3038 -0.2062 0.8528 0.010 -0.009 0.006 0.35
H 0.1141 -0.1387 -3.1076 0.002 0.026 -0.010 0.29
H 4.1704 0.5261 0.1141 -0.003 0.002 0.004 0.42
H 2.9490 2.3864 -1.3720 -0.002 0.001 -0.001 0.41
H -2.0746 1.0567 -3.3440 0.003 -0.003 -0.005 0.43
H 1.0306 3.6300 -1.7223 0.003 -0.004 -0.005 0.54
H -1.9694 -0.5771 -2.6962 -0.001 -0.013 0.024 0.35
H -6.8389 -4.5281 -1.7110 0.011 0.008 0.000 0.37
H 1.6597 -1.2231 4.4042 -0.002 -0.013 0.000 0.45
H -2.5137 -0.4688 3.8344 0.002 -0.010 0.004 0.42
H -0.5192 3.0139 -1.1686 0.007 0.012 0.004 0.25
H 2.9783 -4.1783 -1.5943 -0.002 0.006 -0.037 0.35
H -2.4711 1.9982 -1.1408 0.018 -0.002 0.000 0.33
H -4.7040 -4.7300 -2.2278 0.028 -0.021 0.005 0.26
H -0.6502 -1.1691 5.3042 -0.003 -0.004 0.000 0.51
H -0.6409 -6.2390 -0.5767 -0.032 0.012 0.020 0.33
H 2.6984 -3.1754 1.2234 0.004 0.012 0.041 0.12
H -7.9710 -4.5938 2.4096 0.000 -0.007 0.000 0.43
H 0.3717 -6.7267 0.7752 0.057 0.020 -0.020 0.41
H -3.8414 -4.3647 1.3806 0.036 -0.003 -0.078 0.50
H 2.5611 -4.7897 1.9221 -0.017 -0.052 -0.064 0.52
H 2.6951 -5.8940 -1.3170 -0.017 -0.002 0.098 0.41
H -8.5840 -4.6583 0.0082 -0.001 -0.004 0.002 0.41
H 0.8537 2.4385 0.4714 -0.011 -0.002 -0.008 0.21
H -3.9330 1.5004 1.0948 0.003 -0.004 -0.010 0.41
H 3.5998 -1.1136 3.3404 -0.002 -0.011 -0.003 0.53
```
Forces are in eV/Å.



C25H41BClF9N4O7S3 | the ωB97M-V functional and the def2-TZVPD basis

Properties
E_HOMO = -0.33472 Ha
Energy above the lowest of the compared OMol25 structures with the same formula, charge and spin = 22.5 kcal per mole
E_tot = -4301.22508 Eh
LUMO energy = -1.20 eV
Kohn-Sham gap = 7.91 eV

Structure (XYZ):
```
91
Properties=species:S:1:pos:R:3:forces:R:3:mulliken_charge:R:1
Cl -2.8435 -4.3986 -2.6571 0.397 0.438 0.537 -0.20
S -1.6086 1.2345 3.8253 0.238 -0.610 -1.799 0.11
S -2.5685 -3.1569 2.1773 -2.683 0.444 1.863 1.78
S 3.0778 -4.2097 -5.8572 -0.458 -1.604 -1.969 1.39
F 1.0683 -2.6417 -5.2245 0.533 -0.055 0.772 -0.20
F 3.4365 -3.8476 -7.3767 0.240 -0.047 0.652 -0.31
F 2.2871 -0.4376 -4.4934 -0.104 -0.421 -0.349 -0.28
F 4.5387 -3.7646 -5.4105 -0.504 0.084 0.329 -0.30
F 3.6601 -5.6672 -6.1333 -0.185 0.415 0.328 -0.29
F 2.2941 -1.8764 -6.7820 0.264 -0.134 0.276 -0.28
F 2.6628 -4.6984 -4.3950 0.493 0.654 -0.049 -0.29
F 4.2291 -1.0053 -5.2292 -0.122 -0.826 -0.246 -0.34
F 1.6455 -4.7241 -6.3862 0.508 0.237 0.277 -0.32
O -0.2401 3.1313 0.0734 -0.142 -0.669 -0.765 -0.66
O -3.8467 -3.2894 1.5163 0.980 -0.500 -1.642 -0.69
O -2.8088 -2.8928 3.5716 1.524 0.045 0.194 -0.75
O 4.8468 -0.0377 0.2818 0.175 -0.149 0.094 -0.13
O 1.4149 1.9625 -1.1612 -0.562 -0.477 0.133 -0.43
O -3.1143 -1.9870 -1.6531 0.245 -1.197 -0.556 -0.40
O -4.4704 3.3182 3.5018 -0.078 0.201 -0.061 -0.29
N -6.3908 1.6321 4.8284 0.180 0.193 0.125 -0.71
N 3.6970 1.9167 2.0586 -0.078 -0.310 -0.057 -0.64
N -0.8850 1.6901 2.4228 -0.052 0.569 1.073 -0.68
N -1.9947 -0.2567 3.3776 -0.521 -0.611 1.257 -0.65
C -1.4542 3.4486 -0.6052 -0.617 0.720 -0.075 0.11
C -1.6224 -4.6979 2.1247 0.064 -0.394 -0.237 -1.19
C -6.7539 2.9974 4.4355 0.127 -0.171 -0.332 0.36
C -4.6350 3.4147 2.0991 0.201 -0.261 0.005 -0.27
C 6.0289 0.3819 -0.3761 -0.211 0.102 -0.163 -0.75
C -1.1626 -1.7935 0.1734 0.146 -0.068 0.086 0.53
C -7.6369 2.9338 3.1930 -0.202 0.079 -0.020 -1.39
C 1.6475 -0.9406 -1.6310 0.350 -0.809 -0.921 -0.05
C 2.3507 -2.4879 -5.5813 -0.357 0.897 -1.242 0.49
C 3.1327 -1.5271 -4.6379 -0.416 0.766 1.737 0.81
C 2.1797 -2.2497 -2.3347 0.035 0.180 1.123 -0.89
C -5.5152 3.8936 4.2662 -0.024 0.038 0.312 -0.79
C 4.9683 -0.1899 1.6874 -0.191 -0.087 0.197 -0.87
C 3.4265 -2.0103 -3.2185 0.186 -0.137 0.430 -0.87
C -1.7007 -1.7655 1.4297 0.758 0.186 -0.203 -0.26
C 6.1001 1.9890 2.4317 0.140 0.034 0.157 -1.48
C 0.1004 -0.7274 -1.8000 0.834 0.112 0.832 -2.05
C -1.2423 -3.0644 -0.6573 -0.080 -0.235 -1.039 -1.53
C -0.3795 0.5968 0.2564 -0.099 -0.028 0.737 0.22
C -0.5069 -0.6074 -0.3870 -0.178 -0.063 -1.149 -0.34
C -1.1861 4.1092 -1.9778 0.271 -0.509 -0.021 -1.37
C 4.8482 1.1190 2.4894 0.127 0.141 -0.349 0.36
C -0.9222 0.6682 1.6094 -0.119 -1.732 -1.387 0.64
C -2.4690 -2.9912 -1.6151 -0.196 1.396 0.955 0.83
C -1.5756 -0.5308 2.1583 0.217 1.579 0.579 0.93
B 0.3002 1.9154 -0.3265 0.014 0.820 0.295 0.89
H -0.2367 4.6678 -1.9927 -0.442 -0.020 0.329 0.30
H -0.3205 -1.5645 -2.3663 0.000 0.451 0.056 1.02
H -5.8898 1.6656 5.7125 -0.124 -0.059 0.052 0.27
H 5.9841 0.0261 -1.4066 -0.037 -0.050 0.034 0.19
H 5.8920 -0.7283 1.9371 0.079 0.094 -0.042 0.46
H -2.0127 4.7824 -2.2498 0.278 -0.333 -0.068 0.42
H 4.0072 -1.2036 -2.7362 -0.188 -0.194 -0.343 -0.08
H -5.6916 1.2990 4.1679 -0.123 -0.086 -0.043 0.29
H -0.0677 0.1863 -2.3851 -0.206 -0.324 0.204 0.56
H -1.2494 -3.9805 -0.0617 -0.238 0.274 -0.348 0.39
H 4.0849 -2.8901 -3.1793 -0.289 0.263 -0.441 0.47
H -5.1301 4.3457 1.8079 -0.063 -0.022 0.032 0.33
H 6.9266 -0.0291 0.0942 -0.011 0.039 0.055 0.34
H -7.3568 3.4324 5.2388 0.098 0.029 0.044 0.43
H 4.1389 -0.8402 1.9809 -0.039 0.031 -0.073 0.32
H 1.1377 1.9877 -2.0871 0.361 0.195 0.072 0.30
H 7.0027 1.3914 2.5791 -0.005 0.006 -0.023 0.36
H 6.1924 2.5217 1.4850 -0.055 -0.060 -0.024 0.27
H -2.2630 -5.4343 1.6144 0.247 0.383 -0.020 0.41
H -8.6160 2.5269 3.4487 0.056 -0.034 0.024 0.35
H -5.7858 4.8797 3.8665 -0.055 -0.047 -0.110 0.40
H 1.9276 -0.9860 -0.5676 -0.210 0.079 -0.346 0.39
H -0.3699 -3.1482 -1.3281 -0.238 -0.139 0.407 -0.18
H 3.7599 2.0166 1.0471 0.002 0.148 0.038 0.33
H -5.0879 4.0660 5.2581 0.060 -0.060 -0.028 0.33
H -2.0429 4.1365 0.0245 0.456 -0.192 -0.060 0.27
H -5.1924 2.5564 1.7166 -0.105 0.111 -0.117 0.25
H -7.2188 2.2902 2.4189 0.069 0.013 0.045 0.27
H -7.7905 3.9281 2.7673 0.019 -0.012 -0.010 0.35
H 2.5169 -2.8973 -1.5051 -0.074 -0.009 -0.505 0.43
H -0.6447 -4.6264 1.6346 -0.270 0.073 0.238 0.41
H -1.5035 -5.0344 3.1626 -0.023 0.437 -0.254 0.39
H 2.2342 -0.1171 -2.0509 -0.489 -0.030 0.239 0.41
H 4.6962 0.8408 3.5369 -0.055 -0.096 -0.043 0.47
H -2.1016 2.5595 -0.7478 0.348 0.172 0.117 0.16
H 6.0863 1.4720 -0.4067 0.178 -0.006 0.035 0.24
H -3.6431 3.3911 1.6449 0.025 0.024 0.095 -0.18
H -1.0628 3.3187 -2.7429 -0.270 0.402 0.120 0.25
H 1.3623 -2.7968 -2.8244 0.379 0.201 -0.146 0.59
H 2.8517 1.3667 2.1937 -0.051 0.131 0.124 0.14
H 6.0691 2.7436 3.2184 -0.060 -0.010 -0.038 0.37
```
Forces are in eV/Å.